C2H4F2O | the ωB97M-V functional and the def2-TZVPD basis

Geometry as XYZ:
```
9
Properties=species:S:1:pos:R:3
C -1.1385 -0.2910 -0.1161
C 0.5478 0.1045 -0.0804
O 0.8665 1.1307 0.7492
F 0.9131 0.3222 -1.4182
F 1.3951 -0.9214 0.1971
H -1.2899 -0.7130 0.8566
H -1.8165 0.4189 -0.1760
H -1.2158 -1.0420 -0.9643
H 1.7383 0.9911 0.9521
```

Calculated values
SMILES string: CC(O)(F)F
Energy in eV: -9620.714
LUMO in eV: 0.879
Strongest force on any atom in Eh/bohr: 0.15166
HOMO energy in eV: -12.1